Entry 1:
Computed, not measured: an isolated molecule of C4H5NO2 in a non-equilibrium geometry, with ωB97M-V/def2-TZVPD.

- E: -360.4289 Eh
- Kohn-Sham gap (alpha / beta): 9.212 / 9.211 eV
- Max |F|: 4.93 eV/Å
- ΔE to the lowest compared entry with this formula, charge and spin: 631.5 kJ/mol
- Net charge: 0
- M: 99.09 g/mol

Last column: Mulliken charge in e.
Geometry (Å):
C1 -0.69823 0.06912 -0.73559  -0.152
C2 0.01336 1.17161 -0.81736  -0.492
C3 -0.04933 -0.78042 0.30895  -0.638
C4 1.13663 0.15022 0.63533  -0.312
N1 2.36507 -0.07005 -0.00522  0.879
O1 2.44314 -0.93919 -0.85726  -0.567
O2 3.28513 0.66901 0.31103  -0.592
H1 -1.59349 -0.16715 -1.29700  0.368
H2 0.22416 2.11196 -1.26473  0.389
H3 -0.68096 -0.96171 1.17949  0.315
H4 0.30113 -1.74140 -0.07401  0.305
H5 1.18432 0.72912 1.54211  0.497

Entry 2:
Computed, not measured: a structure of composition C23H42AlF20N6O4P2S in a non-equilibrium geometry, with ωB97M-V/def2-TZVPD.

- E: -4851.8897 Eh
- Kohn-Sham gap: 8.004 eV
- Max |F|: 4.00 eV/Å
- ΔE to the lowest compared entry with this formula, charge and spin: 0.0 kJ/mol
- Net charge: -1
- M: 967.58 g/mol

Last column: Mulliken charge in e.
Geometry (Å):
O1 5.98909 -3.24315 2.30807  -0.587
S1 6.65401 -2.41802 3.31640  0.701
O2 7.34980 -3.15949 4.36083  -0.667
Al1 8.06246 -0.86364 2.10543  0.545
C1 7.12964 -0.75398 0.33748  -0.622
C2 5.74328 -0.13336 0.55455  -0.991
C3 4.78453 -0.20084 -0.63742  1.232
F1 4.35361 1.05618 -0.94571  -0.319
F2 5.36195 -0.72453 -1.73425  -0.331
C4 3.54496 -1.06163 -0.31788  0.517
F3 2.91446 -0.56172 0.76169  -0.354
F4 4.00544 -2.27263 0.01075  -0.332
C5 2.51930 -1.25877 -1.49052  0.290
F5 2.68108 -2.47391 -2.03177  -0.279
F6 2.74576 -0.36710 -2.46910  -0.321
C6 1.01748 -1.09114 -1.11690  0.720
F7 0.34399 -1.12734 -2.28193  -0.362
F8 0.78842 0.12189 -0.58967  -0.140
C7 0.41115 -2.20709 -0.19599  0.486
F9 -0.43561 -2.97156 -0.90680  -0.202
F10 1.36788 -3.01428 0.26629  -0.275
C8 -0.37717 -1.69963 1.04852  0.471
F11 0.42592 -0.98942 1.84821  -0.256
F12 -0.71683 -2.80795 1.73013  -0.287
C9 -1.70672 -0.90573 0.76079  0.775
F13 -2.74458 -1.68098 1.11227  -0.300
F14 -1.87000 -0.59137 -0.53077  -0.286
C10 -1.85221 0.38994 1.60735  0.422
F15 -1.86708 0.09792 2.91172  -0.263
F16 -3.03757 0.95514 1.29654  -0.273
F17 -0.89212 1.27310 1.32738  -0.031
C11 5.19537 -1.58657 4.22221  0.690
F18 5.19390 -1.84431 5.53754  -0.265
F19 5.29260 -0.24221 4.07285  -0.243
F20 4.01386 -1.96461 3.70465  -0.220
H1 7.88564 0.54963 2.85565  -0.307
H2 9.55864 -1.41638 2.06057  -0.320
H3 6.99393 -1.78874 0.00219  0.274
H4 7.72760 -0.19310 -0.38542  0.421
H5 5.86232 0.92340 0.80785  0.472
H6 5.27573 -0.61201 1.41759  -0.183
O3 2.88462 6.50736 1.14216  -0.826
P1 1.42956 6.47632 0.94593  0.353
N1 1.05382 4.96537 0.30865  0.182
C12 -0.18994 4.62014 -0.35509  -0.573
C13 1.66229 3.82254 0.99213  -0.765
N2 1.14560 7.70984 -0.19140  0.344
C14 0.14674 7.63386 -1.23733  -1.201
C15 2.31975 8.44858 -0.64432  -1.046
N3 0.03873 6.80340 1.85622  0.126
C16 -0.02366 8.17759 2.39420  -1.058
C17 -0.12549 5.87538 2.99696  -0.853
H7 -1.05730 4.56278 0.31824  0.280
H8 -0.07118 3.64000 -0.82034  0.245
H9 -0.42901 5.30573 -1.15661  0.152
H10 1.20297 3.60652 1.96367  0.278
H11 2.72469 3.99197 1.15601  0.325
H12 1.57083 2.92872 0.37377  0.098
H13 0.45552 6.98701 -2.06843  0.319
H14 -0.02925 8.63360 -1.64478  0.382
H15 -0.80905 7.28988 -0.84412  0.352
H16 2.90453 7.89897 -1.39139  0.313
H17 2.97479 8.68618 0.18806  0.339
H18 1.98972 9.39219 -1.08733  0.327
H19 0.81818 8.40938 3.05558  0.344
H20 -0.94845 8.28605 2.96209  0.422
H21 -0.03985 8.90217 1.58586  0.289
H22 0.74923 5.84925 3.65494  0.352
H23 -0.32356 4.86563 2.64221  0.081
H24 -0.98874 6.18205 3.58657  0.405
O4 -4.65297 -6.26698 -3.74244  -0.844
P2 -4.90981 -5.32522 -2.64260  0.387
N4 -3.86195 -5.74065 -1.38966  0.189
C18 -4.01057 -5.28075 -0.01840  -0.846
C19 -2.46852 -5.98257 -1.75222  -1.016
N5 -6.53447 -5.61855 -2.23339  0.310
C20 -7.04867 -5.59036 -0.87913  -1.184
C21 -7.22710 -6.62408 -3.03223  -1.030
N6 -5.00127 -3.65657 -2.35414  0.265
C22 -6.02083 -2.94635 -3.15579  -1.080
C23 -3.71810 -2.95342 -2.57324  -0.760
H25 -3.79122 -4.21436 0.12450  0.359
H26 -3.31944 -5.84341 0.61133  0.381
H27 -4.99944 -5.47823 0.37207  0.189
H28 -1.91552 -5.07475 -2.01721  0.311
H29 -2.39141 -6.67631 -2.58799  0.280
H30 -1.95571 -6.44861 -0.90989  0.403
H31 -6.77839 -6.48777 -0.30788  0.316
H32 -8.14042 -5.53187 -0.90689  0.396
H33 -6.70774 -4.70394 -0.34706  0.339
H34 -6.97232 -7.64925 -2.73749  0.311
H35 -6.99720 -6.50956 -4.08691  0.342
H36 -8.30481 -6.48619 -2.91076  0.318
H37 -5.84509 -3.03442 -4.23325  0.360
H38 -5.99769 -1.88956 -2.88849  0.408
H39 -7.01339 -3.32608 -2.93360  0.303
H40 -3.32167 -3.10545 -3.58251  0.344
H41 -2.96102 -3.26845 -1.85810  -0.218
H42 -3.86324 -1.88474 -2.42016  0.483

Entry 3:
Computed, not measured: a structure of composition C49H62N4O6PS2SiTc in a non-equilibrium geometry, with ωB97M-V/def2-TZVPD.

- 2S+1: 4
- E: -4082.9367 Eh
- Kohn-Sham gap (alpha / beta): 6.415 / 6.827 eV
- Max |F|: 1.22 eV/Å
- ΔE to the lowest compared entry with this formula, charge and spin: 266.4 kJ/mol
- Net charge: +1
- M: 1024.25 g/mol

Last column: Mulliken charge in e.
Geometry (Å):
Tc1 -0.68471 0.59186 -1.26284  0.960
C1 1.35039 -2.32137 -3.69623  -1.229
C2 0.82216 -0.94614 -3.42429  1.110
O1 0.02701 -0.82623 -2.42553  -0.686
C3 1.16056 0.09708 -4.25464  -1.421
C4 0.66227 1.39481 -4.09461  0.979
C5 1.04234 2.44073 -5.09856  -1.411
N1 -0.13502 1.72757 -3.08703  0.249
N2 -0.53600 3.03512 -3.08949  -0.404
C6 -1.15164 3.33628 -2.00547  -0.435
O2 -1.39053 2.39871 -1.11354  -0.303
C7 -1.61321 4.70633 -1.75130  1.003
C8 -2.24852 5.01005 -0.54850  -0.412
C9 -2.67017 6.30488 -0.29414  -0.920
C10 -2.45841 7.30132 -1.23580  -0.414
C11 -1.82754 7.00071 -2.43695  -0.796
C12 -1.40676 5.70930 -2.69869  -0.504
H1 1.46320 -2.86094 -2.75810  -0.187
H2 2.30336 -2.26774 -4.21433  0.484
H3 0.64196 -2.86061 -4.32823  0.463
H4 1.83965 -0.08955 -5.07193  0.384
H5 1.50931 1.98245 -5.96674  0.424
H6 1.72887 3.15764 -4.64416  0.160
H7 0.15848 2.99535 -5.40636  0.406
H8 -2.40258 4.22433 0.18033  0.562
H9 -3.15783 6.53727 0.64354  0.450
H10 -2.79289 8.31137 -1.03999  0.404
H11 -1.65935 7.77638 -3.17226  0.444
H12 -0.92947 5.44743 -3.63293  0.554
C13 -4.10749 -2.83737 0.85092  -0.951
C14 -3.36105 -3.27775 2.10326  1.800
C15 -3.80686 -2.46878 3.31595  -1.603
C16 -3.57973 -4.77079 2.32770  -1.711
O3 -1.94606 -3.05449 1.97524  1.199
Si1 -0.80466 -3.09637 0.83875  -2.019
S1 -0.23269 -1.03393 0.35727  0.742
O4 -1.21194 -3.86764 -0.51039  -0.064
C17 -1.01466 -5.18411 -1.06131  1.771
C18 0.14222 -5.10577 -2.04845  -1.457
C19 -0.71074 -6.19864 0.03676  -1.417
C20 -2.30544 -5.55577 -1.78188  -1.762
O5 0.56189 -3.67829 1.47187  0.907
C21 1.20635 -3.55184 2.76008  1.839
C22 0.53852 -4.53796 3.71439  -1.708
C23 2.66830 -3.91154 2.53354  -1.487
C24 1.08833 -2.13002 3.29972  -1.247
H13 -5.17960 -2.98686 0.98411  0.556
H14 -3.76841 -3.41446 -0.01153  0.022
H15 -3.92188 -1.78643 0.66374  -0.021
H16 -4.88498 -2.55177 3.45802  0.473
H17 -3.55466 -1.41664 3.17260  0.187
H18 -3.30490 -2.82983 4.21458  0.337
H19 -4.63641 -4.97959 2.49553  0.516
H20 -3.00621 -5.11474 3.18953  0.272
H21 -3.25015 -5.32535 1.44803  0.151
H22 1.04931 -4.79520 -1.52676  0.221
H23 -0.08771 -4.38084 -2.82877  0.115
H24 0.31365 -6.07887 -2.50877  0.562
H25 0.20889 -5.92574 0.55129  0.221
H26 -0.59994 -7.19406 -0.39213  0.550
H27 -1.51906 -6.21932 0.76974  0.281
H28 -2.57125 -4.78741 -2.50838  0.339
H29 -3.12502 -5.65633 -1.06907  0.318
H30 -2.18112 -6.50467 -2.30373  0.449
H31 0.68100 -5.56184 3.36605  0.349
H32 -0.53001 -4.32721 3.75387  0.102
H33 0.95766 -4.44335 4.71626  0.488
H34 2.75148 -4.89716 2.07490  0.358
H35 3.20687 -3.91769 3.48119  0.431
H36 3.12875 -3.17592 1.87335  -0.007
H37 0.04216 -1.88955 3.49766  0.115
H38 1.46800 -1.41785 2.56801  0.021
H39 1.66058 -2.02895 4.22184  0.578
N3 -4.20961 2.07332 -0.78802  -0.274
C25 -3.87707 1.70355 0.45693  0.245
S2 -2.50760 0.73113 0.73229  -0.308
N4 -4.72864 2.05154 1.43259  -0.081
C26 -4.65202 1.79353 2.83209  0.458
C27 -5.84122 1.53309 3.50322  -0.583
C28 -5.83154 1.29099 4.86627  -0.634
C29 -4.63762 1.31544 5.57103  -0.533
C30 -3.45668 1.59913 4.90285  -0.771
C31 -3.45642 1.84645 3.53933  -0.158
H40 -3.52953 1.90936 -1.50843  0.130
H41 -4.92295 2.76251 -0.96577  0.227
H42 -5.60814 2.44950 1.13688  0.265
H43 -6.77870 1.50814 2.95921  0.369
H44 -6.75992 1.08269 5.38056  0.394
H45 -4.62966 1.12606 6.63566  0.418
H46 -2.52222 1.63810 5.44656  0.408
H47 -2.53349 2.08180 3.03355  0.627
O6 1.35886 1.67422 -0.35518  0.290
P1 2.82649 1.77293 -0.63487  0.512
C32 3.57519 0.29542 -1.37327  0.590
C33 4.19724 0.26013 -2.61643  -0.418
C34 4.84451 -0.89376 -3.03382  -0.897
C35 4.84520 -2.02322 -2.22905  -0.732
C36 4.18798 -2.00509 -1.00608  -0.519
C37 3.56560 -0.84701 -0.57094  -0.563
C38 3.22382 3.21573 -1.64908  0.736
C39 4.48517 3.42661 -2.20527  -0.630
C40 4.71113 4.54426 -2.99147  -0.753
C41 3.69544 5.47230 -3.18837  -0.659
C42 2.46246 5.29967 -2.57813  -0.529
C43 2.22471 4.16886 -1.81078  -0.567
C44 3.75334 2.03215 0.89318  0.982
C45 3.11283 2.70811 1.92737  -0.678
C46 3.81235 3.01189 3.08437  -0.732
C47 5.14460 2.64193 3.20410  -0.546
C48 5.78490 1.97388 2.16964  -0.742
C49 5.09268 1.67098 1.00802  -0.404
H48 4.19148 1.13385 -3.25357  0.544
H49 5.35740 -0.90704 -3.98736  0.405
H50 5.36200 -2.91761 -2.55180  0.405
H51 4.17855 -2.89257 -0.38769  0.442
H52 3.07519 -0.81321 0.39565  0.346
H53 5.28586 2.72321 -2.01341  0.472
H54 5.68192 4.69325 -3.44537  0.447
H55 3.87613 6.33473 -3.81664  0.422
H56 1.68026 6.03732 -2.70332  0.496
H57 1.27075 4.01318 -1.32779  0.366
H58 2.07177 2.98360 1.81039  0.337
H59 3.32685 3.54464 3.89121  0.439
H60 5.68985 2.87630 4.10887  0.405
H61 6.82607 1.69643 2.26775  0.441
H62 5.58827 1.15189 0.19652  0.358

Entry 4:
Computed, not measured: a structure of composition C8H11NO4S in a non-equilibrium geometry, with ωB97M-V/def2-TZVPD.

- E: -1065.2943 Eh
- Kohn-Sham gap: 9.264 eV
- Max |F|: 4.92 eV/Å
- ΔE to the lowest compared entry with this formula, charge and spin: 157.4 kJ/mol
- Net charge: 0
- M: 217.25 g/mol

Last column: Mulliken charge in e.
Geometry (Å):
C1 -1.61667 -2.41839 -1.78729  -0.245
C2 -0.26093 -2.31248 -1.52269  -0.882
C3 -2.54844 -1.69574 -1.08197  -0.731
C4 0.15714 -1.36815 -0.57749  0.020
C5 -2.12828 -0.76669 -0.16438  -0.401
C6 -0.76061 -0.58044 0.15426  0.280
C7 -1.02252 1.90119 0.84727  -1.349
C8 -0.32571 0.49946 0.90246  0.938
N1 0.53007 0.31335 1.82785  -0.268
O1 3.38189 0.46445 0.10916  -0.472
O2 2.12296 2.06248 1.43192  -0.680
O3 3.13045 2.73209 -0.67333  -0.675
O4 1.24084 1.15528 -0.64254  -0.567
S1 2.36893 1.73283 0.05981  1.202
H1 -1.88564 -3.31329 -2.36909  0.312
H2 0.38613 -2.96159 -2.17197  0.323
H3 -3.54017 -2.09885 -1.04793  0.325
H4 1.24526 -1.29618 -0.40661  0.287
H5 -2.94224 -0.29085 0.29208  0.465
H6 -1.92653 1.73728 0.22198  0.429
H7 -0.46297 2.61884 0.36838  0.297
H8 -1.35419 2.24795 1.80727  0.396
H9 1.16016 1.08629 2.15210  0.393
H10 4.08627 1.17692 0.30241  0.312
H11 0.96480 -0.62575 1.96835  0.288

- The lowest max |F| belongs to which entry?
  C49H62N4O6PS2SiTc

- Number 1 is which compound?
  C4H5NO2

- Which of these has the highest max |F|?
  C4H5NO2

- Which of these has the highest net charge?
  C49H62N4O6PS2SiTc